Entry one
{"formula": "C2H8NO2", "method": "ωB97M-V/def2-TZVPD", "elements": ["C", "O", "C", "N", "H", "H", "H", "H", "H", "H", "H", "H", "O"], "coordinates": [[-0.36, 0.55, -0.52], [0.90, 0.13, -0.18], [-1.36, -0.65, -0.65], [-1.12, -1.42, 0.48], [-0.73, 0.97, 0.36], [-0.33, 1.18, -1.37], [-2.42, -0.42, -0.69], [-1.07, -1.15, -1.63], [-0.19, -1.18, 0.80], [-1.82, -0.98, 1.17], [3.58, 0.80, 0.69], [2.09, 0.98, 0.47], [2.82, 1.19, 1.07]], "nbo_charge": [-0.0666, -0.9810, -0.2343, -0.8590, 0.0969, 0.1124, 0.1476, 0.1346, 0.3985, 0.3127, 0.4368, 0.5135, -1.0122], "mol_weight_g_mol": 78.09, "homo_energy_ev": -2.938, "orbital_gap_ev": 7.47, "charge": -1}

Entry two
{"formula": "C2H8NO2", "method": "ωB97M-V/def2-TZVPD", "elements": ["C", "N", "C", "O", "H", "H", "H", "H", "H", "H", "H", "H", "O"], "coordinates": [[0.50, 1.30, -0.71], [-0.38, 0.31, -0.07], [-0.14, -1.05, -0.73], [-0.51, -1.09, -1.99], [0.32, 1.33, -1.78], [0.38, 2.30, -0.28], [1.54, 0.98, -0.56], [-1.30, 0.51, -0.46], [0.94, -1.24, -0.53], [-0.67, -1.75, -0.03], [-0.06, -0.16, 1.68], [-0.72, -0.94, 2.84], [0.10, -0.50, 2.61]], "nbo_charge": [-0.4257, -0.7209, 0.1396, -0.9377, 0.1935, 0.1638, 0.1773, 0.3475, 0.0597, 0.0605, 0.5073, 0.4467, -1.0116], "mol_weight_g_mol": 78.09, "homo_energy_ev": -2.721, "orbital_gap_ev": 7.12, "charge": -1}

Entry three
{"formula": "C2H8NO2", "method": "ωB97M-V/def2-TZVPD", "elements": ["C", "O", "C", "N", "H", "H", "H", "H", "H", "H", "H", "H", "O"], "coordinates": [[-0.06, -0.10, -0.28], [-0.86, -0.60, 0.74], [1.07, 0.64, 0.46], [2.43, 1.17, -0.09], [-0.68, 0.52, -0.94], [0.36, -0.95, -0.83], [0.68, 1.43, 1.10], [1.60, 1.18, -0.76], [2.86, 0.40, -0.63], [1.29, -0.10, 1.25], [-3.92, -1.31, -0.04], [-1.77, -0.94, 0.31], [-3.00, -1.34, -0.29]], "nbo_charge": [-0.0761, -0.7989, -0.3191, -0.8389, 0.1575, 0.1335, 0.1954, 0.3732, 0.3194, 0.1927, 0.4203, 0.5261, -1.2849], "mol_weight_g_mol": 78.09, "homo_energy_ev": -3.604, "orbital_gap_ev": 7.80, "charge": -1}

Stability verdict: entry two, ahead by 0.0157 hartree

Entry one
{"formula": "C2H8NO2", "method": "ωB97M-V/def2-TZVPD", "elements": ["C", "O", "H", "H", "H", "N", "C", "O", "H", "H", "H", "H", "H"], "coordinates": [[0.93, -2.17, 1.13], [0.06, -1.78, 0.00], [0.44, -1.94, 2.10], [1.92, -1.74, 1.01], [1.06, -3.23, 1.05], [-0.81, 1.96, -1.49], [0.11, 1.52, -0.30], [-0.34, 0.67, 0.60], [-1.71, 2.31, -1.18], [-1.10, 1.02, -1.89], [0.21, 2.56, 0.09], [1.01, 0.92, -0.87], [-0.11, -0.79, 0.35]], "nbo_charge": [-0.2622, -0.8146, 0.1574, 0.1494, 0.1457, -0.9287, 0.1371, -0.9127, 0.3222, 0.3253, 0.0939, 0.0811, 0.5061], "mol_weight_g_mol": 78.09, "homo_energy_ev": -3.437, "orbital_gap_ev": 7.81, "charge": -1}

Entry two
{"formula": "C2H8NO2", "method": "ωB97M-V/def2-TZVPD", "elements": ["C", "O", "C", "N", "H", "H", "H", "H", "H", "H", "H", "H", "O"], "coordinates": [[-0.96, -0.21, -0.10], [-1.30, 1.04, -0.51], [0.53, -0.56, -0.44], [0.83, -1.97, -0.08], [-1.53, -1.00, -0.64], [-1.10, -0.40, 0.99], [1.16, 0.13, 0.13], [0.59, -0.45, -1.52], [0.11, -2.30, 0.55], [1.70, -2.05, 0.43], [-0.49, 2.16, -0.16], [0.29, 2.72, 1.14], [0.17, 2.91, 0.21]], "nbo_charge": [-0.0140, -0.9179, -0.2503, -0.8684, 0.0940, 0.0753, 0.1699, 0.1723, 0.3375, 0.3345, 0.5033, 0.4294, -1.0656], "mol_weight_g_mol": 78.09, "homo_energy_ev": -3.262, "orbital_gap_ev": 7.67, "charge": -1}

Entry three
{"formula": "C2H8NO2", "method": "ωB97M-V/def2-TZVPD", "elements": ["C", "O", "C", "N", "H", "H", "H", "H", "H", "H", "H", "H", "O"], "coordinates": [[0.73, -0.59, 0.32], [0.37, 0.66, -0.09], [-0.15, -1.07, 1.51], [-1.58, -0.96, 1.18], [0.56, -1.37, -0.46], [1.78, -0.62, 0.69], [0.09, -2.10, 1.80], [0.06, -0.44, 2.36], [-1.64, 0.01, 0.86], [-1.66, -1.46, 0.28], [0.82, 2.64, -2.08], [0.22, 1.30, -1.70], [0.56, 1.80, -2.49]], "nbo_charge": [-0.0331, -0.9818, -0.2417, -0.8589, 0.0734, 0.0886, 0.1437, 0.1593, 0.3715, 0.3255, 0.4460, 0.5226, -1.0152], "mol_weight_g_mol": 78.09, "homo_energy_ev": -3.111, "orbital_gap_ev": 7.74, "charge": -1}

Stability verdict: entry three, ahead by 0.0054 hartree

Entry one
{"formula": "C24H72N6O9", "method": "ωB97M-V/def2-TZVPD", "elements": ["C", "C", "C", "O", "C", "N", "H", "H", "H", "H", "H", "H", "H", "H", "H", "H", "H", "C", "C", "C", "O", "C", "N", "H", "H", "H", "H", "H", "H", "H", "H", "H", "H", "H", "C", "C", "C", "O", "C", "N", "H", "H", "H", "H", "H", "H", "H", "H", "H", "H", "H", "C", "C", "C", "O", "C", "N", "H", "H", "H", "H", "H", "H", "H", "H", "H", "H", "H", "C", "C", "C", "O", "C", "N", "H", "H", "H", "H", "H", "H", "H", "H", "H", "H", "H", "C", "C", "C", "O", "C", "N", "H", "H", "H", "H", "H", "H", "H", "H", "H", "H", "H", "O", "H", "H", "O", "H", "H", "O", "H", "H"], "coordinates": [[-1.84, 3.65, -0.19], [-1.82, 2.98, -1.58], [-0.44, 3.11, -2.21], [-0.49, 2.32, -3.43], [-0.45, 3.02, -4.60], [-2.28, 1.56, -1.54], [-1.10, 3.15, 0.45], [-2.72, 3.28, 0.30], [-1.88, 4.71, -0.12], [-2.53, 3.45, -2.25], [0.45, 2.79, -1.62], [-0.25, 4.17, -2.41], [0.56, 3.35, -4.94], [-1.19, 3.89, -4.62], [-0.92, 2.33, -5.30], [-1.87, 1.07, -0.81], [-2.00, 1.20, -2.41], [2.91, 4.95, -1.35], [2.99, 6.48, -0.85], [4.22, 6.78, -0.11], [5.29, 6.05, -0.71], [6.63, 6.32, -0.26], [2.94, 7.36, -2.05], [3.30, 4.29, -0.59], [3.60, 4.80, -2.17], [1.84, 4.78, -1.60], [2.10, 6.70, -0.32], [4.12, 6.42, 0.88], [4.37, 7.85, -0.10], [7.05, 7.17, -0.77], [7.24, 5.47, -0.55], [6.59, 6.50, 0.81], [2.96, 8.30, -1.71], [3.72, 7.23, -2.64], [-0.26, -1.09, -4.26], [0.94, -1.96, -4.11], [0.81, -3.21, -5.02], [1.86, -4.08, -4.91], [1.47, -5.38, -5.15], [2.18, -1.21, -4.40], [-0.12, -0.26, -3.60], [-1.19, -1.60, -4.12], [-0.17, -0.66, -5.25], [1.10, -2.33, -3.11], [0.57, -2.81, -6.02], [-0.13, -3.68, -4.71], [1.30, -5.57, -6.18], [0.53, -5.67, -4.64], [2.23, -6.09, -4.82], [2.96, -1.88, -4.59], [2.11, -0.61, -5.24], [1.14, 1.23, 1.54], [1.00, 0.40, 2.79], [-0.13, 0.91, 3.77], [-0.02, 0.05, 4.92], [-1.01, 0.20, 5.83], [0.82, -1.03, 2.46], [0.49, 0.94, 0.71], [2.11, 1.09, 1.17], [1.07, 2.31, 1.67], [1.88, 0.39, 3.41], [-1.16, 0.81, 3.30], [0.10, 1.94, 4.17], [-0.68, -0.12, 6.84], [-1.91, -0.41, 5.63], [-1.28, 1.29, 5.93], [0.71, -1.59, 3.29], [1.78, -1.26, 2.15], [-5.86, -0.26, 1.39], [-4.39, -0.26, 1.78], [-4.13, -1.35, 2.75], [-4.93, -1.12, 3.88], [-4.85, -2.13, 4.84], [-3.49, -0.57, 0.69], [-6.05, 0.16, 0.43], [-6.56, 0.21, 2.13], [-6.12, -1.38, 1.36], [-4.14, 0.72, 2.21], [-3.09, -1.28, 3.01], [-4.26, -2.40, 2.24], [-3.76, -2.13, 5.21], [-5.12, -3.11, 4.52], [-5.50, -1.79, 5.64], [-3.63, 0.14, -0.05], [-3.78, -1.44, 0.24], [0.12, -5.61, 3.96], [0.11, -4.57, 2.84], [-0.03, -5.19, 1.48], [1.14, -5.92, 1.09], [2.06, -5.04, 0.43], [-1.02, -3.55, 3.16], [-0.72, -6.29, 3.94], [0.10, -5.04, 5.00], [1.02, -6.18, 3.87], [1.10, -4.04, 2.81], [-0.26, -4.39, 0.77], [-0.89, -5.83, 1.43], [2.02, -5.07, -0.68], [3.02, -5.27, 0.88], [1.88, -3.99, 0.72], [-1.78, -3.93, 3.67], [-1.55, -3.30, 2.29], [3.52, -0.64, -2.05], [2.87, -0.69, -2.80], [2.97, -0.40, -1.28], [-2.19, -3.30, -1.31], [-1.61, -4.04, -1.49], [-1.68, -2.61, -0.84], [-0.86, -1.37, 0.21], [-1.59, -0.84, 0.57], [-0.28, -1.42, 0.96]], "lowdin_charge": [-0.0397, -0.3873, -0.1724, -0.2307, -0.1548, 0.0814, 0.0635, 0.0597, 0.0718, 0.1317, 0.1272, 0.1108, 0.0976, 0.1116, 0.0832, 0.0154, 0.0437, -0.0210, -0.3832, -0.2339, -0.2052, -0.0696, 0.0355, 0.0641, 0.0679, 0.0610, 0.1178, 0.1142, 0.1197, 0.0744, 0.0860, 0.0828, 0.0537, 0.0475, -0.0501, -0.4187, -0.2419, -0.1498, -0.1296, 0.0177, 0.0641, 0.0811, 0.0834, 0.1325, 0.1328, 0.1172, 0.0787, 0.0957, 0.0917, 0.1097, 0.1018, -0.0572, -0.3881, -0.1421, -0.2145, -0.1566, 0.0377, 0.0671, 0.0523, 0.0790, 0.1255, 0.1350, 0.1377, 0.0929, 0.0768, 0.1007, 0.0538, 0.1012, -0.0522, -0.4585, -0.2661, -0.1828, -0.1146, 0.0336, 0.0609, 0.0912, 0.1099, 0.1475, 0.0986, 0.1686, 0.1015, 0.0764, 0.0890, 0.0778, 0.0955, -0.0688, -0.3935, -0.2393, -0.1712, -0.0885, 0.0516, 0.0682, 0.1200, 0.0599, 0.1260, 0.1000, 0.1248, 0.0967, 0.0887, 0.0720, 0.0297, 0.0639, -0.1105, -0.0218, 0.0125, -0.0910, 0.0156, -0.0229, -0.0974, -0.0026, -0.0406], "mol_weight_g_mol": 588.87, "smiles": "COC[C@H](C)N.COC[C@H](C)N.COC[C@H](C)N.COC[C@H](C)N.COC[C@H](C)N.COC[C@H](C)N.O.O.O", "homo_energy_ev": -9.228, "orbital_gap_ev": 9.84}

Entry two
{"formula": "C24H72N6O9", "method": "ωB97M-V/def2-TZVPD", "elements": ["C", "C", "C", "O", "C", "N", "H", "H", "H", "H", "H", "H", "H", "H", "H", "H", "H", "C", "C", "C", "O", "C", "N", "H", "H", "H", "H", "H", "H", "H", "H", "H", "H", "H", "C", "C", "C", "O", "C", "N", "H", "H", "H", "H", "H", "H", "H", "H", "H", "H", "H", "C", "C", "C", "O", "C", "N", "H", "H", "H", "H", "H", "H", "H", "H", "H", "H", "H", "C", "C", "C", "O", "C", "N", "H", "H", "H", "H", "H", "H", "H", "H", "H", "H", "H", "C", "C", "C", "O", "C", "N", "H", "H", "H", "H", "H", "H", "H", "H", "H", "H", "H", "O", "H", "H", "O", "H", "H", "O", "H", "H"], "coordinates": [[-25.12, 19.18, -21.43], [-23.64, 19.30, -21.04], [-22.81, 19.87, -22.09], [-22.73, 19.14, -23.36], [-21.52, 18.49, -23.58], [-23.48, 20.00, -19.74], [-25.17, 18.62, -22.36], [-25.61, 20.16, -21.48], [-25.63, 18.61, -20.66], [-23.37, 18.25, -20.90], [-21.85, 20.21, -21.70], [-23.17, 20.89, -22.28], [-21.58, 17.41, -23.40], [-20.60, 18.84, -23.12], [-21.29, 18.55, -24.65], [-22.61, 19.90, -19.23], [-24.12, 19.43, -19.21], [-20.44, 15.76, -15.70], [-20.23, 14.76, -16.91], [-18.86, 14.10, -16.94], [-18.77, 13.21, -18.00], [-17.46, 12.86, -18.42], [-21.30, 13.77, -16.79], [-19.59, 16.42, -15.54], [-20.63, 15.42, -14.68], [-21.30, 16.43, -15.76], [-20.35, 15.35, -17.82], [-18.68, 13.47, -16.07], [-18.09, 14.87, -17.01], [-17.59, 11.82, -18.72], [-16.85, 12.71, -17.53], [-17.03, 13.38, -19.28], [-21.36, 13.49, -17.76], [-20.86, 12.95, -16.40], [-31.58, 23.26, -18.41], [-31.02, 24.58, -17.74], [-31.78, 25.91, -18.00], [-31.81, 26.28, -19.43], [-32.48, 27.51, -19.64], [-30.92, 24.31, -16.25], [-31.04, 22.32, -18.23], [-31.49, 23.51, -19.46], [-32.58, 22.94, -18.12], [-30.02, 24.68, -18.16], [-31.30, 26.77, -17.54], [-32.80, 25.95, -17.62], [-33.11, 27.54, -20.53], [-31.73, 28.28, -19.82], [-33.11, 27.78, -18.80], [-30.50, 23.40, -16.15], [-30.19, 24.94, -15.95], [-23.56, 25.20, -13.11], [-24.08, 26.61, -12.95], [-23.21, 27.72, -13.40], [-23.81, 28.99, -13.21], [-23.48, 29.66, -12.04], [-25.36, 26.70, -13.66], [-23.84, 24.64, -14.00], [-23.83, 24.60, -12.24], [-22.47, 25.19, -13.06], [-24.36, 26.77, -11.91], [-22.98, 27.62, -14.46], [-22.27, 27.79, -12.84], [-22.41, 29.83, -11.93], [-23.88, 29.15, -11.17], [-23.96, 30.64, -12.17], [-25.49, 27.67, -13.89], [-25.27, 26.30, -14.59], [-34.39, 20.55, -9.56], [-33.20, 19.68, -9.36], [-33.30, 18.17, -9.23], [-33.69, 17.76, -7.87], [-33.29, 16.41, -7.57], [-32.23, 19.91, -10.48], [-34.14, 21.61, -9.58], [-34.98, 20.39, -8.65], [-35.08, 20.35, -10.39], [-32.64, 20.07, -8.51], [-32.42, 17.60, -9.53], [-34.14, 17.83, -9.84], [-33.67, 15.63, -8.22], [-33.49, 16.20, -6.52], [-32.20, 16.34, -7.56], [-32.47, 20.82, -10.85], [-32.53, 19.35, -11.27], [-25.26, 13.97, -8.99], [-24.11, 15.03, -8.83], [-22.69, 14.39, -8.76], [-21.71, 15.39, -8.75], [-20.46, 14.77, -8.55], [-24.19, 15.95, -9.95], [-26.27, 14.32, -8.83], [-25.03, 13.30, -8.17], [-25.27, 13.36, -9.90], [-24.36, 15.66, -7.98], [-22.59, 13.79, -9.66], [-22.71, 13.61, -8.00], [-20.58, 13.95, -7.84], [-19.75, 15.48, -8.14], [-20.06, 14.43, -9.51], [-23.39, 16.54, -9.77], [-25.00, 16.53, -9.79], [-27.43, 19.45, -14.69], [-27.70, 18.53, -14.72], [-26.82, 19.49, -13.95], [-27.66, 20.36, -9.29], [-27.82, 20.44, -8.35], [-28.44, 20.73, -9.70], [-26.20, 14.71, -14.42], [-25.86, 15.29, -13.74], [-25.42, 14.41, -14.89]], "lowdin_charge": [-0.0510, -0.4709, -0.2036, -0.1585, -0.1414, 0.0433, 0.0814, 0.0833, 0.0726, 0.1331, 0.1187, 0.1273, 0.0795, 0.0828, 0.0800, 0.0649, 0.0586, -0.0712, -0.3999, -0.2424, -0.2007, -0.0920, 0.0368, 0.0595, 0.0655, 0.0636, 0.1359, 0.1301, 0.1258, 0.0837, 0.0876, 0.0900, 0.0634, 0.0655, -0.0609, -0.3754, -0.1600, -0.2037, -0.1332, 0.0206, 0.0652, 0.0679, 0.0705, 0.1232, 0.1152, 0.1170, 0.0815, 0.0824, 0.0794, 0.0546, 0.0558, -0.0566, -0.4570, -0.2162, -0.2005, -0.1179, 0.0387, 0.0787, 0.0779, 0.0742, 0.1336, 0.1355, 0.1217, 0.0859, 0.0885, 0.0929, 0.0579, 0.0629, -0.0783, -0.4290, -0.1679, -0.1989, -0.1173, 0.0176, 0.0815, 0.0819, 0.0844, 0.1346, 0.1185, 0.1238, 0.0838, 0.0821, 0.0773, 0.0522, 0.0592, -0.0626, -0.4194, -0.2260, -0.1724, -0.1065, 0.0197, 0.0698, 0.0623, 0.0742, 0.1290, 0.1272, 0.1177, 0.0844, 0.0886, 0.0904, 0.0571, 0.0702, -0.0542, 0.0262, 0.0272, -0.0579, 0.0263, 0.0259, -0.0576, 0.0242, 0.0291], "mol_weight_g_mol": 588.87, "smiles": "COC[C@H](C)N.COC[C@H](C)N.COC[C@H](C)N.COC[C@H](C)N.COC[C@H](C)N.COC[C@H](C)N.O.O.O", "homo_energy_ev": -9.168, "orbital_gap_ev": 9.59}

Stability verdict: entry one, ahead by 0.0884 hartree